[1]
Formula: C17H24BrN5O6W
Source: the OMol25 dataset
Level of theory: wB97M-V/def2-TZVPD

Computed properties:
DFT total energy: -4028.12939 a.u.
Gap between HOMO and LUMO (alpha / beta): 7.7 / 7.7 eV
Molecular weight: 658.2 g/mol
Charge: +2
Highest occupied orbital energy (alpha / beta): -14.54 / -14.55 eV

XYZ file:
```
54
C17H24BrN5O6W | the OMol25 dataset | wB97M-V/def2-TZVPD
W 0.71850 -0.05301 0.05304
N -1.15291 1.36360 3.53056
C 0.22034 1.33445 4.06322
C 0.70878 -0.09892 4.23604
C 0.62021 -0.91155 2.97823
O 0.12154 -1.99312 2.86320
O 1.16331 -0.28231 1.88441
H -1.50598 2.31379 3.59564
H -1.75052 0.82376 4.15184
H 0.30387 1.83786 5.02907
H 0.87181 1.86162 3.36468
H 0.14738 -0.62577 5.00693
H 1.75750 -0.08634 4.54366
C 1.38100 -0.05591 -5.01912
C 0.26159 -0.05848 -3.98956
C -1.05424 0.45751 -4.57339
O 0.08863 -1.35154 -3.40792
C 0.63419 0.86122 -2.83853
O 1.30696 1.83929 -2.88373
O 0.07767 0.46504 -1.62460
H 1.09800 -0.69048 -5.86021
H 2.30520 -0.43759 -4.58656
H 1.55823 0.94927 -5.39593
H -1.34968 -0.18560 -5.40288
H -0.93966 1.47218 -4.95402
H -1.84343 0.43958 -3.82194
H -0.00077 -1.98194 -4.13143
Br 3.17302 0.97394 -0.20769
C 2.15108 2.50892 0.30615
C 2.66263 3.77502 0.42395
C 1.74740 4.77080 0.74921
C 0.40929 4.44860 0.93001
C 0.00814 3.13368 0.79288
N 0.88035 2.16388 0.48696
H 3.70989 3.98143 0.25926
H 2.08303 5.79428 0.85029
H -0.31841 5.21049 1.16885
H -1.01935 2.82517 0.92398
C 0.28678 -4.79914 -0.25404
N -0.64054 -3.69270 0.04454
C -1.95455 -3.89639 0.37867
C -2.77447 -2.88325 0.72375
C -2.23527 -1.56345 0.78483
N -0.96925 -1.37987 0.37092
C -0.19581 -2.43330 0.03965
O 0.99055 -2.08489 -0.27160
N -2.90890 -0.53384 1.25134
H -0.30006 -5.68072 -0.49216
H 0.91554 -4.98814 0.61309
H 0.90231 -4.52477 -1.10531
H -2.28573 -4.92511 0.35765
H -3.79907 -3.07745 1.00098
H -3.85638 -0.64501 1.57281
H -2.40971 0.31520 1.49035
```

---

[2]
Formula: C17H24ClN3O3
Source: the OMol25 dataset
Level of theory: wB97M-V/def2-TZVPD

Computed properties:
DFT total energy: -1512.43754 a.u.
Gap between HOMO and LUMO: 9.0 eV
Molecular weight: 353.9 g/mol
SMILES: CNC(=O)[C@H](CC(C)C)NC(C)=O.O=C1Cc2cc(Cl)ccc2N1
Charge: 0
Highest occupied orbital energy: -8.65 eV

XYZ file:
```
48
C17H24ClN3O3 | the OMol25 dataset | wB97M-V/def2-TZVPD
C -2.64196 -4.97318 0.84613
N -2.15381 -3.63941 1.19290
C -0.95457 -3.16287 0.83760
O -0.14580 -3.83814 0.20988
C -0.60043 -1.74782 1.33774
C 0.65803 -1.11114 0.70466
C 0.61504 -0.94779 -0.82992
C -0.47655 0.02577 -1.28075
C 1.96119 -0.41291 -1.31684
N -0.52846 -1.65647 2.80607
C 0.09092 -2.43627 3.69666
C 0.88350 -3.66061 3.28087
O 0.00935 -2.15761 4.88194
H -2.79373 -5.04124 -0.23241
H -3.58424 -5.17840 1.35629
H -1.90480 -5.72392 1.13865
H -2.74275 -3.05225 1.76159
H -1.44215 -1.12147 1.04532
H 0.81292 -0.12783 1.15113
H 1.52212 -1.72529 0.95619
H 0.44281 -1.90797 -1.31103
H -0.40104 0.18121 -2.35688
H -1.46077 -0.38808 -1.06655
H -0.35743 0.97895 -0.76518
H 2.16651 0.55860 -0.86649
H 1.95166 -0.31446 -2.40178
H 2.75124 -1.11166 -1.04058
H -0.99502 -0.87117 3.23178
H 1.46779 -4.00299 4.13323
H 0.20211 -4.45203 2.97730
H 1.55833 -3.42083 2.46375
O -3.19997 4.16585 -1.02962
C -2.01584 4.18023 -1.32279
C -1.35133 3.41902 -2.45862
C 0.09332 3.61532 -2.07462
C 1.24726 3.09047 -2.66623
C 2.50251 3.39212 -2.12191
Cl 3.94891 2.73460 -2.84310
C 2.59347 4.21707 -0.99148
C 1.43548 4.73794 -0.39718
C 0.19286 4.43062 -0.94895
N -1.07584 4.80490 -0.54848
H -1.64788 2.36893 -2.45663
H -1.58258 3.87251 -3.42491
H 1.17894 2.44796 -3.53859
H 3.57108 4.44506 -0.57736
H 1.50527 5.37472 0.47905
H -1.30566 5.14197 0.38013
```

---

[3]
Formula: C17H24CoIN4O7S
Source: the OMol25 dataset
Level of theory: wB97M-V/def2-TZVPD

Computed properties:
Multiplicity: 2
DFT total energy: -3486.37930 a.u.
Gap between HOMO and LUMO (alpha / beta): 8.5 / 8.6 eV
Molecular weight: 614.3 g/mol
Charge: +1
Highest occupied orbital energy (alpha / beta): -11.43 / -11.41 eV
<S²>: 1.0752

XYZ file:
```
55
C17H24CoIN4O7S | the OMol25 dataset | wB97M-V/def2-TZVPD
Co -0.93807 -0.82810 -0.88186
C -1.58832 -4.30596 3.13086
N -1.96896 -3.67005 1.86960
C -3.08673 -4.28850 1.16142
C -1.40293 -2.56404 1.41356
O -1.78721 -2.04510 0.33692
C -0.26934 -1.95839 2.22208
O -0.10362 -0.60609 1.89421
C 1.23396 -0.20277 1.72469
C 1.71530 -0.58473 0.32485
O 0.93589 -1.22725 -0.41325
N 2.91930 -0.23296 -0.08136
C 3.34131 -0.47616 -1.46364
C 3.85679 0.52668 0.73641
H -1.81837 -5.36541 3.05260
H -2.14882 -3.88950 3.96905
H -0.52320 -4.21700 3.32185
H -2.89570 -5.35514 1.06006
H -3.19087 -3.84784 0.17746
H -4.00778 -4.14382 1.72737
H 0.62985 -2.54909 2.01213
H -0.49240 -2.04242 3.28812
H 1.88840 -0.62691 2.49368
H 1.25156 0.88036 1.83187
H 2.58781 -1.05711 -1.98289
H 4.28795 -1.01460 -1.46367
H 3.47335 0.48089 -1.97145
H 3.40647 0.85789 1.66548
H 4.17122 1.40808 0.17779
H 4.73387 -0.07979 0.96207
O 3.08757 1.86330 -4.41558
S 1.76418 2.35178 -4.16291
O 1.20106 3.36444 -4.99979
N 0.73600 1.08491 -4.01266
C 0.32910 0.95738 -2.79464
O -0.37425 -0.05724 -2.42285
C 0.79171 2.01083 -1.82445
C 0.46762 2.22118 -0.49128
C 1.06808 3.28573 0.17434
C 1.97110 4.12215 -0.47976
C 2.27407 3.92712 -1.82172
C 1.66271 2.87108 -2.46585
H -0.27102 1.60815 0.00535
H 0.81208 3.48410 1.20837
H 2.42311 4.94615 0.05663
H 2.95293 4.58377 -2.34924
N -4.34693 -0.05010 -0.74311
C -3.42289 0.83647 -0.37949
O -2.20835 0.60558 -0.40815
C -3.89643 2.17718 0.09345
I -3.59150 2.30469 2.19801
H -4.07882 -0.96990 -1.05457
H -5.32374 0.18766 -0.74841
H -4.94923 2.35411 -0.09853
H -3.28889 2.95430 -0.35912
```

---

[4]
Formula: C17H24N2O
Source: the OMol25 dataset
Level of theory: wB97M-V/def2-TZVPD

Computed properties:
DFT total energy: -846.21197 a.u.
Gap between HOMO and LUMO: 1.7 eV
Molecular weight: 272.4 g/mol
Charge: 0
Highest occupied orbital energy: -6.13 eV

XYZ file:
```
44
C17H24N2O | the OMol25 dataset | wB97M-V/def2-TZVPD
C -6.48642 3.57589 1.94148
C -5.97848 2.38432 2.54217
C -5.28525 1.10119 3.36091
C -3.69682 1.57654 3.52335
C -2.47590 1.06470 2.52404
C -0.95664 1.69796 2.82090
C -0.84396 2.76435 4.05981
N -1.93009 3.21917 4.99265
C -3.28455 2.63835 4.70103
H -6.44781 4.67739 1.48270
H -5.35822 0.13819 2.69581
H -2.71694 0.31599 1.65734
H -0.07208 1.34091 2.12886
H 0.24348 3.21924 4.25268
H -4.17543 2.98817 5.41547
C 2.27315 0.61980 -2.85884
C 2.80536 -0.42439 -1.83356
C 3.12306 -1.78347 -2.52717
C 1.91045 -2.66128 -2.80393
C 1.06469 -2.82366 -1.54654
C 0.64433 -1.45924 -0.94491
N 1.82023 -0.54778 -0.70805
O 2.50984 -1.03254 0.41750
C -0.38590 -0.79492 -1.89939
C -0.17986 -1.71457 0.35653
C 4.19306 0.16700 -1.39361
H 1.27207 0.98716 -2.62191
H 2.88619 1.53001 -2.87937
H 2.24918 0.22019 -3.87885
H 3.81182 -2.36455 -1.89777
H 3.65604 -1.61045 -3.47128
H 1.31719 -2.24459 -3.62391
H 2.24603 -3.64860 -3.14356
H 0.17703 -3.42407 -1.78643
H 1.63121 -3.40759 -0.80787
H -0.68866 0.19210 -1.53026
H -1.29612 -1.40344 -1.97656
H -0.02309 -0.68038 -2.92348
H 0.36990 -2.30461 1.09878
H -1.09710 -2.27638 0.13757
H -0.47997 -0.76931 0.82420
H 4.06935 1.10590 -0.84091
H 4.81916 0.37704 -2.26995
H 4.76647 -0.52574 -0.76568
```

---

[5]
Formula: C17H24N2O3
Source: the OMol25 dataset
Level of theory: wB97M-V/def2-TZVPD

Computed properties:
DFT total energy: -997.33164 a.u.
Gap between HOMO and LUMO: 8.5 eV
Molecular weight: 304.4 g/mol
SMILES: CCCCN(CCCC)C(=O)/C=C/c1cccc([N+](=O)[O-])c1
Charge: 0
Highest occupied orbital energy: -9.14 eV

XYZ file:
```
46
C17H24N2O3 | the OMol25 dataset | wB97M-V/def2-TZVPD
C -4.54442 0.77140 1.61250
C -3.86876 -0.13767 0.59237
C -2.59238 -0.79078 1.12187
C -1.47559 0.22578 1.39778
N -0.22239 -0.41653 1.72714
C 0.04870 -0.62767 3.13704
C 0.52628 0.63971 3.85094
C 1.82043 1.18729 3.25430
C 2.33534 2.38850 4.03668
C 0.68520 -0.87463 0.82605
O 1.72484 -1.41079 1.17885
C 0.37261 -0.70524 -0.61501
C 1.34047 -0.90220 -1.51505
C 1.21687 -0.79985 -2.95882
C -0.01731 -0.78214 -3.61716
C -0.09472 -0.68299 -4.99502
C 1.05661 -0.59471 -5.75619
C 2.28632 -0.61569 -5.10862
N 3.49685 -0.52591 -5.89059
O 3.38252 -0.45211 -7.09544
O 4.55302 -0.52744 -5.29652
C 2.37632 -0.72339 -3.73004
H -4.73963 0.22919 2.53495
H -3.92443 1.63406 1.84213
H -5.49278 1.13300 1.22242
H -4.56685 -0.92744 0.30643
H -3.63646 0.43814 -0.30708
H -2.23371 -1.52246 0.39421
H -2.81762 -1.33364 2.04194
H -1.34572 0.88796 0.53783
H -1.75579 0.85031 2.24757
H -0.85945 -1.00651 3.61603
H 0.82860 -1.38970 3.19798
H 0.68624 0.39181 4.90218
H -0.24735 1.41124 3.80860
H 1.64627 1.47767 2.21602
H 2.57369 0.39831 3.24929
H 1.59897 3.19009 4.03896
H 3.25263 2.76745 3.59314
H 2.54222 2.11221 5.06836
H -0.62938 -0.44608 -0.91139
H 2.32570 -1.14434 -1.13599
H -0.92767 -0.86310 -3.04376
H -1.05865 -0.67633 -5.48035
H 1.02354 -0.51465 -6.83147
H 3.35081 -0.74014 -3.26506
```